This record from the OMol25 dataset describes C38H76O38Rb2 as an isolated structure at a distorted geometry. The level of theory is ωB97M-V/def2-TZVPD.

- Largest force on an atom: 0.0933 hartree/bohr
- Relative energy (zero: lowest compared OMol25 entry of this formula, charge and spin): 15.910 eV

CARTESIAN COORDINATES (ANGSTROEM)
Rb  -3.03911  -2.45830  -3.29111
Rb  7.07257  -1.27774  -2.19814
O  9.60418  4.79440  2.46141
O  3.81333  -9.26660  3.54025
O  3.27412  -11.07333  4.46328
O  -0.53842  10.20611  -6.87814
O  5.91971  3.24410  -6.12988
O  6.27423  -6.53523  -6.77022
O  -7.55698  -0.78112  -10.19177
O  2.66584  -0.57677  9.94819
O  -10.68208  5.08576  -1.18485
O  -2.39580  -8.25227  -4.13650
O  -0.91598  1.91211  -0.67593
O  11.58620  4.32460  2.65345
O  -0.19656  12.20245  -7.80227
O  4.61700  -0.88536  11.07096
O  7.03851  -4.42601  -7.22863
O  2.50266  8.61773  6.69417
O  -5.65742  -7.26844  5.65922
O  -6.80274  0.85796  -9.01032
O  1.37116  -0.55825  -0.09626
O  4.89439  -9.87962  5.47166
O  1.23775  11.51347  -6.06899
O  -3.84787  -6.26248  6.25533
O  -2.11365  -9.60982  -2.31115
O  -7.00411  1.19262  7.28746
O  -12.43140  6.26263  -1.75317
O  1.57362  8.61617  4.62710
O  -11.43684  5.07717  -3.40596
O  4.50112  3.02632  -7.96969
O  8.31694  -6.22646  -7.46920
O  10.12320  2.79611  1.67362
O  -2.51699  -10.55990  -4.24988
O  0.67759  7.53433  6.41287
O  -5.82680  -1.28187  -8.80752
O  -8.72722  1.50112  8.60145
O  2.61204  -1.53179  11.83816
O  -8.96488  0.12644  6.68822
O  -3.72965  -8.50372  5.83013
O  6.35517  3.98902  -8.30886
C  9.41769  -5.55631  -8.04822
C  -8.28382  0.84590  7.45544
C  3.54764  2.31148  -7.19074
C  3.16377  -1.98152  13.06613
C  3.38209  -0.93508  10.95849
C  4.50290  -8.06199  3.39326
C  3.26764  0.07103  8.84578
C  0.81769  0.50497  0.71640
C  5.61608  3.46933  -7.34623
C  10.40362  3.84416  2.21590
C  4.94504  -6.13443  -6.59694
C  -0.27859  9.12887  -6.00997
C  -2.49156  -6.03474  6.34852
C  -1.82678  -8.48074  -1.47932
C  -6.59095  -0.46908  -9.31724
C  3.52118  -12.22475  5.29644
C  -6.49895  -8.26655  5.18240
C  3.51935  9.58102  6.41760
C  -9.65298  4.22454  -1.45714
C  -2.44225  -9.40630  -3.61755
C  -7.84306  -2.05299  -10.67417
C  -6.26435  0.67509  6.19512
C  -2.63305  -10.60058  -5.67781
C  4.06128  -10.00922  4.60075
C  1.58531  8.31664  5.80251
C  -11.46001  5.41956  -2.22119
C  7.70764  4.31174  -8.12556
C  12.69433  3.46531  2.62382
C  -4.36664  -7.45748  5.92699
C  -13.36614  6.86972  -2.67736
C  0.25694  11.32825  -6.84342
C  -0.59946  7.43150  5.83423
C  8.21064  4.76650  2.15304
C  0.29092  1.89696  0.08811
C  -9.95842  1.05318  9.24320
C  -5.87943  1.57887  -8.16052
C  0.70367  13.28697  -8.08462
C  7.21464  -5.60215  -7.12190
H  -9.93245  3.17881  -1.32893
H  -14.29659  7.10494  -2.16059
H  -2.18714  -5.95929  7.39243
H  -0.55835  6.56302  5.17685
H  -1.65020  -8.93953  -0.50648
H  2.58240  2.29236  -7.69674
H  3.56568  -12.03032  6.36804
H  0.24930  9.39509  -5.09424
H  -9.89807  0.10553  9.77838
H  -5.82183  1.32967  -7.10095
H  -10.69461  0.96099  8.44468
H  3.98192  1.32081  -7.05622
H  12.42696  2.48731  3.02398
H  8.27219  3.43004  -7.82226
H  1.12279  2.32889  -0.46824
H  0.19220  2.65187  0.86815
H  -8.40628  -2.65613  -9.96206
H  -3.64318  -10.94438  -5.90035
H  4.36255  -7.66994  2.38593
H  -6.58728  -0.31995  5.88903
H  3.62333  -1.21611  13.69148
H  2.40059  0.54631  8.38705
H  4.34451  9.06942  5.92216
H  13.06173  3.25082  1.62029
H  1.54585  0.81771  1.46477
H  7.96442  4.54311  1.11498
H  -6.24586  2.60511  -8.18656
H  10.27364  -6.22478  -7.95543
H  3.94637  10.08578  7.28419
H  -4.87907  1.43307  -8.56810
H  -8.39659  -1.89094  -11.59907
H  0.33770  8.44836  -6.59750
H  5.57115  -8.22117  3.54029
H  4.56062  -5.74501  -7.53964
H  -6.94598  -2.61736  -10.92879
H  3.84404  -2.79532  12.81502
H  -13.67822  6.28548  -3.54302
H  8.23761  4.74085  -8.97591
H  -1.78160  -6.76576  5.96168
H  -8.64980  4.46433  -1.10470
H  1.67957  12.91959  -8.40200
H  -12.83441  7.69607  -3.14908
H  13.53931  3.85436  3.19194
H  -6.15168  -8.79009  4.29167
H  -1.02782  8.28432  5.30762
H  -10.36876  1.75409  9.97014
H  -2.48676  -7.66714  -1.17834
H  4.42980  -12.73726  4.98045
H  3.75219  -0.67707  8.21837
H  -6.34930  1.29084  5.29972
H  -9.34183  4.27339  -2.50065
H  -5.21010  0.70371  6.47052
H  4.88067  -5.27521  -5.92933
H  -0.01975  0.00803  1.20615
H  7.65857  4.90776  -7.21427
H  2.77228  -12.98741  5.08294
H  3.42550  2.83705  -6.24367
H  -6.61042  -9.04129  5.94099
H  -2.04809  -11.39443  -6.14227
H  4.17830  -7.39561  4.19242
H  9.81871  -4.75898  -7.42249
H  -2.09376  -5.16711  5.82214
H  7.85799  5.78739  2.29978
H  -1.27686  7.18042  6.65044
H  4.31148  -6.96356  -6.28192
H  0.88914  13.86409  -7.17872
H  2.35387  -2.32240  13.71108
H  3.27542  10.40272  5.74425
H  9.25459  -4.99181  -8.96628
H  -0.91818  -8.05050  -1.90056
H  -7.48463  -7.82212  5.04447
H  7.57313  4.06129  2.68630
H  0.24642  14.03040  -8.73756
H  3.86149  0.93470  9.14499
H  -1.24667  8.65118  -5.85914
H  -2.54492  -9.61590  -6.13687

Atoms 1-3, force components in eV/Å:
Rb 0.29 0.30 0.25
Rb -0.28 0.13 0.07
O -2.98 2.59 0.82

=====

This record from the OMol25 dataset describes a 14-piece molecular cluster, C38H78Cl26N2O5P overall at a distorted geometry. The level of theory is ωB97M-V/def2-TZVPD.

- Largest force on an atom: 0.0409 hartree/bohr
- Charge: -1
- E: -388767.342 eV

CARTESIAN COORDINATES (ANGSTROEM)
Cl  -5.29738  3.27384  -0.60735
Cl  -6.47836  0.55189  -4.57927
Cl  7.73752  -8.68813  7.12534
Cl  -5.10456  3.89259  5.92696
Cl  3.74489  -0.86665  4.16871
Cl  -1.34023  4.77336  -2.33758
Cl  -4.75018  7.60438  -10.59659
Cl  -3.60286  8.67187  5.02471
Cl  9.50940  -11.30927  9.36862
Cl  3.66469  -7.55544  4.81006
Cl  3.05613  -2.58730  1.33485
Cl  -11.97412  7.20268  -8.68009
Cl  9.01609  -6.07580  5.34119
Cl  -2.44285  4.36050  -6.85487
Cl  -5.93912  8.67246  -7.58557
Cl  6.65340  0.43565  5.37099
Cl  0.76354  3.27332  -7.26037
Cl  -8.94417  5.64363  -8.63951
Cl  -7.03775  3.20657  -6.64970
Cl  -4.39786  6.26967  -2.30780
Cl  -2.68020  7.10901  7.91143
Cl  6.56281  -10.61180  10.92857
Cl  4.95619  -4.93851  3.04601
Cl  -4.43492  1.75576  2.21211
Cl  -2.21673  2.39942  4.94210
Cl  4.29878  0.03489  -0.47337
P  0.04049  0.84716  -2.33773
O  0.43102  -3.52123  -4.52019
O  0.80754  2.12582  -1.62492
O  2.52608  -3.28653  -5.28584
O  -1.09262  0.24836  -1.35834
O  -0.59252  1.35515  -3.58792
N  1.23651  -7.34669  1.96789
N  2.57234  -3.84765  -2.10049
C  1.54065  -4.84355  -1.80838
C  -1.83946  1.39166  0.66631
C  -10.47277  7.75637  -9.46504
C  1.69031  2.78492  -2.53664
C  1.65756  -3.22700  -4.39066
C  5.00322  1.04612  5.66189
C  8.07260  -12.36106  9.46757
C  2.10774  -2.75605  -2.96283
C  3.98967  -0.06925  5.74051
C  -4.27323  7.81574  7.53525
C  2.56353  -6.02561  0.29586
C  -5.90570  6.99387  -8.19410
C  2.34790  -7.42206  0.96778
C  9.44889  -8.40087  6.72297
C  9.78895  -6.93151  6.70234
C  5.72270  -5.79619  4.40764
C  4.76536  -2.27704  0.91889
C  5.09409  -0.80406  0.88495
C  5.38109  -7.26434  4.41954
C  -2.91565  6.85340  -3.11098
C  -4.69235  6.72083  -9.04677
C  -1.95496  1.32837  -0.89203
C  -2.07092  5.72787  -3.64761
C  -1.64020  3.00183  -5.99003
C  -0.17874  3.26711  -5.74308
C  -4.40637  2.38129  6.56657
C  2.45472  3.91642  -1.81368
C  -6.03608  2.45184  1.86191
C  1.04309  -1.82553  -2.27915
C  -5.46119  1.07978  -5.94497
C  1.31198  -0.38350  -2.77792
C  -6.36197  2.25935  0.40263
C  6.78662  -11.57286  9.44501
C  -9.63661  6.60625  -9.96965
C  2.25398  -6.11864  -1.24120
C  -5.45865  2.57960  -6.10652
C  -4.63223  7.66867  6.07741
C  -2.89767  2.41626  6.58423
H  2.45522  2.11431  -2.96417
H  5.36926  -2.76968  1.67821
H  -7.38771  2.56033  0.19036
H  2.98951  -2.10310  -3.13180
H  -2.52275  3.29927  7.09863
H  10.03979  -8.90563  7.48704
H  -1.91907  2.41666  1.04958
H  -3.24076  7.50724  -3.92003
H  2.29376  -0.07538  -2.38404
H  -10.21503  5.93727  -10.60313
H  -6.82946  6.81768  -8.74283
H  5.96883  -7.76975  5.18374
H  0.99004  -5.16725  -2.70078
H  -6.76045  1.93776  2.49388
H  -10.76749  8.38977  -10.30102
H  -4.44918  0.73127  -5.73923
H  -1.78970  2.09909  -6.57824
H  -9.92313  8.36465  -8.74956
H  -2.35138  7.44822  -2.39547
H  -1.70535  2.28229  -1.36989
H  0.22988  2.48049  -5.10912
H  8.15845  -12.96149  10.37062
H  1.92995  -5.25855  0.76004
H  4.79828  -0.30681  1.80365
H  3.63233  -5.77118  0.38904
H  3.17897  4.32103  -2.54141
H  -2.63633  0.74482  1.03458
H  3.22891  -6.15385  -1.76029
H  -4.78506  2.26293  7.58139
H  5.02859  1.58833  6.60668
H  0.52426  -8.00144  1.65134
H  -2.63677  5.04961  -4.27928
H  -4.73215  2.87032  -6.86263
H  -5.65980  7.99447  5.91761
H  -4.64620  5.65944  -9.28857
H  5.93981  -12.25511  9.37799
H  5.41630  -5.30556  5.32959
H  -2.15568  2.88064  -5.03680
H  10.86439  -6.80533  6.58303
H  3.03522  3.48645  -0.98313
H  6.75039  -10.89462  8.59603
H  1.17748  -1.94003  -1.18639
H  -2.51669  1.53311  7.09666
H  -6.03370  3.50459  2.13758
H  2.89447  -3.45051  -1.21930
H  -4.54437  6.63562  5.75205
H  1.60870  -7.74385  2.82847
H  -3.77150  6.99603  -8.53647
H  6.79673  -5.67194  4.29575
H  -0.02363  4.22275  -5.24614
H  1.71690  -7.03860  -1.52169
H  -5.20165  3.08144  -5.17514
H  4.28628  -0.82865  6.46136
H  1.39570  -0.42167  -3.87629
H  1.11882  3.22245  -3.37242
H  -0.86764  0.94384  0.92507
H  -6.24438  1.21925  0.10506
H  9.48616  -6.43869  7.62371
H  1.76412  4.69551  -1.46520
H  -5.81921  0.58180  -6.84354
H  4.96616  -2.75230  -0.04076
H  -4.25761  8.86025  7.83932
H  2.18120  -8.21923  0.22580
H  0.02960  -2.17085  -2.54181
H  -3.00376  1.11729  -1.15081
H  5.59203  -7.73070  3.45902
H  -1.24922  6.13453  -4.23751
H  9.65402  -8.87298  5.76454
H  3.02383  0.33371  6.04471
H  0.79774  -4.50855  -1.05368
H  8.10984  -13.02845  8.60722
H  4.76031  1.74959  4.86838
H  -4.77961  1.55720  5.96217
H  -8.79813  6.98980  -10.55233
H  3.28313  -7.68191  1.49925
H  6.16791  -0.67263  0.75305
H  -5.89688  6.34082  -7.32156
H  -5.00502  7.28934  8.14728

Atoms 1-3, force components in eV/Å:
Cl -0.03 -0.08 -0.10
Cl -0.05 0.00 -0.01
Cl -0.06 0.03 -0.02

=====

This record from the OMol25 dataset describes a 5-piece molecular cluster, C38H80Cl2O26P6S2 overall at a distorted geometry. The level of theory is ωB97M-V/def2-TZVPD.

- Largest force on an atom: 0.1540 hartree/bohr
- E: -196388.130 eV
- Structure (SMILES): CC(=O)OC[C@@]1(CP(=O)(O)O)[C@H](/C(Cl)=C(\C)Cl)OS(=O)(=O)[C@@H](CCCCOC=O)[C@@]1(CC[C@H](C)CCC=C(C)C)[PH2]=S.COP(=O)(OC)OC.COP(=O)(OC)OC.COP(=O)(OC)OC.COP(=O)(OC)OC

CARTESIAN COORDINATES (ANGSTROEM)
Cl  1.19077  -0.13313  -2.70772
Cl  3.89086  1.11739  -1.88526
S  -4.33583  2.37702  0.58778
S  -1.16679  -2.40104  -1.00030
P  8.85528  -0.20492  -3.67031
P  -0.90055  3.07144  1.62391
P  2.14444  -6.99430  -3.42695
P  2.21284  -2.28603  9.35556
P  -3.62666  0.66793  1.16715
P  -5.55301  7.27700  -1.59906
O  -1.59068  4.17309  0.48512
O  0.57033  0.50850  3.08537
O  -6.19037  8.16430  -0.42554
O  2.08495  -6.75228  -1.84545
O  0.40445  -5.00976  4.51112
O  -4.20870  6.73252  -0.93402
O  1.42126  -0.90413  9.52379
O  1.57752  -2.88897  8.02062
O  0.36964  4.03008  2.31416
O  -1.31157  -2.10618  -2.45511
O  3.67195  -1.83046  8.87369
O  0.67821  1.74248  5.01249
O  -1.80417  2.74428  2.80364
O  9.04553  -0.91681  -4.95426
O  -1.32797  -3.92981  -0.92837
O  2.45478  -8.55807  -3.52777
O  8.24418  1.27189  -3.79889
O  -6.45173  6.24141  -2.15872
O  3.06703  -6.11309  -4.17893
O  0.21298  -2.06843  -0.21686
O  0.61034  -6.91196  -3.87924
O  -1.48400  -5.11430  3.09821
O  -5.00990  8.36408  -2.64254
O  7.85915  -0.90521  -2.63794
O  2.19472  -3.18523  10.53161
O  10.17590  0.00765  -2.79021
C  11.43364  -0.13455  -3.43549
C  -0.68588  3.85834  -4.52521
C  -2.89744  -4.83729  3.43967
C  -7.28660  9.00294  -0.74887
C  -0.64811  0.19474  0.83177
C  -2.15416  -0.09371  0.25322
C  2.20145  -4.04411  7.47308
C  3.37588  0.54358  0.90000
C  -3.54542  0.30208  -2.06324
C  2.58482  -5.52135  -1.34276
C  9.02127  2.25598  -4.46073
C  6.50827  -1.06078  -3.05135
C  -0.11638  1.69543  0.66221
C  -2.95372  -3.30847  3.90223
C  -0.07346  -5.68392  -3.67753
C  -5.69625  8.49806  -3.87887
C  2.77290  0.45268  -0.57189
C  2.38215  -9.14598  -4.81838
C  1.10837  -0.47409  10.84152
C  -2.51678  -1.66096  0.09272
C  -2.22833  0.61974  -1.22022
C  -4.34769  5.87346  0.19275
C  1.48990  -0.11617  -0.88409
C  -3.23560  -2.25423  2.68950
C  0.52202  -0.73984  0.22182
C  -0.58489  -0.10666  2.43653
C  -0.45405  1.91114  -6.42777
C  -0.76087  -5.43676  4.28559
C  -2.47212  -2.61394  1.35567
C  -3.87482  0.76434  -4.70554
C  -4.53375  2.67131  -2.90938
C  -2.81844  3.01138  -5.76017
C  -0.36325  -0.44295  5.41042
C  0.31852  0.66183  4.48557
C  -1.40807  2.89906  -5.60338
C  -3.84711  1.80160  -5.92886
C  4.43998  -1.02538  9.75305
C  -3.58127  1.40601  -3.26984
H  -1.44351  3.82470  -0.43132
H  -0.06412  2.05396  -0.43919
H  6.03374  -0.08371  -3.15770
H  2.12831  -5.33419  -0.36866
H  -1.41314  4.65450  -4.15700
H  -2.93722  -3.61855  1.01184
H  3.20662  -3.79810  7.12325
H  -5.33404  7.74566  -4.58325
H  -7.89319  9.14623  0.14587
H  -1.38385  -2.90357  1.62509
H  -4.87274  3.23785  -3.85580
H  -1.94970  -2.98926  4.36572
H  1.91810  -0.69741  11.53845
H  3.03857  -8.62250  -5.51692
H  2.33990  -4.68917  -2.00549
H  2.97505  1.40149  1.53547
H  -3.10805  -0.08145  -4.89391
H  -4.53429  0.42513  -1.51176
H  -3.51719  0.75672  2.59108
H  -3.49148  -0.71918  -2.60305
H  0.18905  -0.95915  11.17741
H  -0.28595  0.97817  -5.78993
H  -3.25162  4.07701  -5.78677
H  3.66845  -5.58804  -1.21975
H  -6.77526  8.39351  -3.75131
H  -0.86847  -5.59902  -4.41907
H  4.20943  0.02682  9.57054
H  1.35358  -9.12111  -5.18553
H  0.56484  2.42538  -6.60030
H  -5.48988  9.49082  -4.28390
H  -3.52207  -1.85599  -0.43483
H  -0.42633  -0.12015  6.50126
H  -1.45167  -0.56271  5.03654
H  -5.46204  2.35975  -2.29920
H  -0.31437  3.17400  -3.68465
H  0.60055  -4.83105  -3.78596
H  -3.57193  -5.08553  2.55468
H  9.62197  1.81885  -5.26171
H  1.24256  -0.94411  1.11187
H  -4.97788  5.01643  -0.05345
H  -4.77921  6.42260  1.03324
H  3.23089  -0.44533  1.48117
H  8.35046  2.99978  -4.89173
H  -3.52603  1.22673  -6.88015
H  0.13209  -1.47112  5.36082
H  -1.19991  -6.11337  5.11441
H  0.24898  4.37250  -4.95969
H  11.71184  -1.19032  -3.46870
H  -7.91090  8.56174  -1.52940
H  -6.91077  9.97339  -1.08169
H  2.25205  -4.84294  8.21620
H  11.41255  0.27249  -4.44804
H  -3.88592  3.42903  -2.32303
H  0.95324  0.60653  10.82553
H  -3.36218  5.51655  0.48002
H  -2.16389  1.77235  -1.13900
H  -1.49846  0.23391  3.00787
H  -3.13373  -5.51374  4.33773
H  4.52112  0.69002  0.85518
H  2.70087  -10.18619  -4.74371
H  5.49751  -1.19637  9.54997
H  -4.91828  0.26370  -4.72772
H  -4.87896  2.24696  -6.19039
H  -2.51282  1.84998  -3.32943
H  -0.51702  -5.67802  -2.67985
H  0.99858  1.73802  0.97744
H  -3.73601  -3.19609  4.72869
H  -0.14718  4.64478  2.89597
H  -0.89067  1.66565  -7.45709
H  -1.34046  0.35143  -1.88330
H  -4.73372  -0.25885  0.96186
H  -0.47725  -1.24349  2.64023
H  9.67465  2.74589  -3.73495
H  12.18276  0.41114  -2.85828
H  6.45569  -1.60424  -3.99722
H  4.23893  -1.27115  10.79835
H  -4.37305  -2.34052  2.48792
H  5.97406  -1.62646  -2.28732
H  1.61066  -4.38744  6.62284
H  -3.05106  -1.23208  3.15214

Atoms 1-3, force components in eV/Å:
Cl -0.44 -0.24 2.37
Cl -1.63 -0.82 1.92
S 0.26 0.11 -0.16